## one
A molecular structure, C39H50ClN7O6S2Sc. Source: the OMol25 dataset; level of theory: ωB97M-V/def2-TZVPD.

As for the LUMO energy: -1.80 eV. The HOMO energy is -9.933 eV. As for the net charge: +1. As for the multiplicity: 1.

Positions of all 106 atoms, in Å:
Sc (-0.76, -0.13, -0.12)
N (-5.17, -0.89, -1.56)
C (-3.88, -1.06, -1.14)
S (-3.44, -0.35, 0.39)
N (-3.08, -1.72, -1.92)
N (-1.79, -1.78, -1.42)
C (-1.14, -2.81, -1.82)
C (0.21, -3.15, -1.39)
C (0.94, -4.09, -2.13)
C (2.22, -4.45, -1.76)
C (2.78, -3.89, -0.61)
C (2.06, -2.99, 0.15)
C (0.77, -2.61, -0.22)
O (0.08, -1.76, 0.54)
H (-5.85, -0.61, -0.88)
H (-5.47, -1.42, -2.36)
H (-1.64, -3.48, -2.51)
H (0.48, -4.52, -3.01)
H (2.77, -5.18, -2.35)
H (3.78, -4.18, -0.31)
H (2.49, -2.56, 1.05)
N (0.51, -1.07, 3.24)
C (0.06, -0.68, 4.61)
C (-0.54, 0.72, 4.61)
C (-1.87, 0.84, 3.87)
N (-1.64, 0.98, 2.42)
C (-2.83, -0.31, 4.20)
C (-2.23, -1.71, 4.29)
N (-1.91, -2.26, 2.96)
C (-0.94, -1.70, 5.13)
H (0.75, -0.27, 2.62)
H (-0.30, -1.58, 2.78)
H (1.31, -1.69, 3.26)
H (0.95, -0.67, 5.25)
H (0.17, 1.45, 4.21)
H (-0.70, 0.99, 5.66)
H (-2.35, 1.76, 4.24)
H (-1.00, 1.75, 2.25)
H (-2.52, 1.24, 1.98)
H (-3.66, -0.31, 3.49)
H (-3.27, -0.09, 5.18)
H (-2.96, -2.34, 4.81)
H (-2.58, -1.99, 2.25)
H (-1.87, -3.27, 2.99)
H (-0.50, -2.70, 5.15)
H (-1.18, -1.44, 6.16)
O (-1.32, 1.83, -0.70)
S (-2.08, 3.14, -0.80)
C (-3.72, 2.74, -1.42)
C (-3.83, 2.24, -2.83)
C (-4.79, 2.81, -3.67)
C (-4.95, 2.35, -4.97)
C (-4.15, 1.31, -5.45)
C (-3.19, 0.75, -4.61)
C (-3.03, 1.21, -3.32)
C (-1.45, 4.10, -2.23)
C (-0.13, 3.69, -2.80)
C (-0.08, 3.13, -4.07)
C (1.14, 2.85, -4.67)
C (2.32, 3.13, -3.99)
C (2.28, 3.65, -2.71)
C (1.06, 3.93, -2.11)
H (-4.28, 3.67, -1.29)
H (-4.09, 2.01, -0.69)
H (-5.41, 3.61, -3.31)
H (-5.70, 2.79, -5.61)
H (-4.28, 0.95, -6.46)
H (-2.57, -0.06, -4.97)
H (-2.28, 0.76, -2.68)
H (-1.41, 5.12, -1.84)
H (-2.22, 4.06, -3.00)
H (-1.01, 2.93, -4.60)
H (1.16, 2.45, -5.67)
H (3.27, 2.94, -4.47)
H (3.19, 3.84, -2.17)
H (1.03, 4.35, -1.11)
C (1.30, -0.82, -3.91)
C (1.44, -0.16, -2.58)
N (2.63, 0.26, -2.19)
O (0.44, -0.02, -1.84)
H (2.05, -0.48, -4.62)
H (0.30, -0.63, -4.30)
H (1.41, -1.90, -3.77)
H (3.41, 0.20, -2.82)
H (2.68, 0.84, -1.34)
C (5.10, -1.16, 0.67)
C (4.64, -1.35, 2.08)
C (4.77, -2.57, 2.73)
C (4.33, -2.74, 4.04)
Cl (4.49, -4.29, 4.81)
C (3.77, -1.68, 4.73)
C (3.64, -0.45, 4.10)
C (4.04, -0.29, 2.78)
O (3.97, 0.89, 2.10)
C (2.81, 1.71, 2.24)
C (1.91, 1.47, 1.03)
O (2.29, 1.94, -0.04)
O (0.84, 0.79, 1.21)
H (5.50, -2.09, 0.26)
H (5.87, -0.39, 0.61)
H (4.27, -0.83, 0.04)
H (5.23, -3.41, 2.22)
H (3.47, -1.81, 5.76)
H (3.25, 0.39, 4.66)
H (3.15, 2.74, 2.22)
H (2.29, 1.53, 3.18)

***

## two
A molecular structure, C39H50ClN7O6S2Sc. Source: the OMol25 dataset; level of theory: ωB97M-V/def2-TZVPD.

As for the LUMO energy: -1.80 eV. The HOMO energy is -9.954 eV. As for the net charge: +1. As for the multiplicity: 1.

Positions of all 106 atoms, in Å:
Sc (-0.19, 0.59, 0.01)
N (2.37, 4.36, -1.05)
C (1.67, 3.41, -0.37)
S (2.19, 1.75, -0.55)
N (0.67, 3.79, 0.35)
N (0.01, 2.73, 0.95)
C (-0.58, 3.04, 2.04)
C (-1.28, 2.11, 2.90)
C (-2.15, 2.61, 3.87)
C (-2.83, 1.77, 4.73)
C (-2.62, 0.40, 4.64)
C (-1.74, -0.12, 3.71)
C (-1.06, 0.72, 2.82)
O (-0.22, 0.20, 1.93)
H (3.29, 4.12, -1.39)
H (2.18, 5.32, -0.82)
H (-0.52, 4.08, 2.36)
H (-2.29, 3.68, 3.94)
H (-3.50, 2.17, 5.48)
H (-3.14, -0.27, 5.32)
H (-1.57, -1.19, 3.64)
N (1.09, -2.31, 1.98)
C (2.26, -3.21, 1.74)
C (2.51, -3.39, 0.25)
C (3.02, -2.14, -0.47)
N (1.90, -1.22, -0.79)
C (4.13, -1.44, 0.31)
C (3.94, -1.31, 1.83)
N (2.92, -0.30, 2.17)
C (3.50, -2.64, 2.44)
H (0.40, -2.29, 1.21)
H (1.46, -1.32, 2.08)
H (0.59, -2.56, 2.84)
H (2.01, -4.18, 2.17)
H (1.60, -3.76, -0.24)
H (3.26, -4.18, 0.15)
H (3.47, -2.50, -1.41)
H (1.19, -1.74, -1.30)
H (2.26, -0.52, -1.43)
H (4.31, -0.45, -0.12)
H (5.05, -2.02, 0.16)
H (4.91, -1.05, 2.25)
H (2.93, 0.49, 1.53)
H (3.07, 0.06, 3.11)
H (3.31, -2.52, 3.51)
H (4.30, -3.38, 2.34)
O (-0.43, 0.64, -2.11)
S (-0.07, 0.65, -3.58)
C (0.84, 2.18, -3.89)
C (0.08, 3.47, -3.80)
C (0.13, 4.36, -4.86)
C (-0.54, 5.57, -4.81)
C (-1.28, 5.91, -3.68)
C (-1.33, 5.02, -2.61)
C (-0.67, 3.81, -2.67)
C (-1.58, 1.00, -4.56)
C (-2.88, 0.94, -3.81)
C (-3.59, 2.12, -3.58)
C (-4.85, 2.07, -3.01)
C (-5.41, 0.85, -2.65)
C (-4.69, -0.32, -2.85)
C (-3.43, -0.28, -3.42)
H (1.25, 2.04, -4.89)
H (1.67, 2.13, -3.17)
H (0.70, 4.11, -5.75)
H (-0.49, 6.26, -5.65)
H (-1.80, 6.85, -3.63)
H (-1.89, 5.28, -1.72)
H (-0.73, 3.13, -1.83)
H (-1.55, 0.25, -5.35)
H (-1.45, 1.98, -5.00)
H (-3.16, 3.06, -3.88)
H (-5.41, 2.99, -2.87)
H (-6.40, 0.82, -2.23)
H (-5.11, -1.27, -2.55)
H (-2.89, -1.20, -3.57)
C (-3.98, 2.66, 0.56)
C (-3.39, 1.32, 0.28)
N (-4.14, 0.24, 0.39)
O (-2.19, 1.22, -0.03)
H (-5.05, 2.69, 0.36)
H (-3.48, 3.40, -0.05)
H (-3.81, 2.90, 1.61)
H (-5.13, 0.33, 0.56)
H (-3.76, -0.64, 0.03)
C (-3.73, -2.91, 3.00)
C (-2.48, -3.70, 3.21)
C (-1.90, -3.84, 4.47)
C (-0.74, -4.59, 4.64)
Cl (-0.04, -4.72, 6.22)
C (-0.16, -5.24, 3.57)
C (-0.72, -5.10, 2.31)
C (-1.85, -4.32, 2.13)
O (-2.47, -4.17, 0.91)
C (-1.67, -3.83, -0.22)
C (-1.77, -2.31, -0.41)
O (-2.84, -1.87, -0.83)
O (-0.74, -1.62, -0.08)
H (-4.07, -2.47, 3.94)
H (-4.53, -3.54, 2.60)
H (-3.57, -2.11, 2.28)
H (-2.36, -3.36, 5.33)
H (0.71, -5.87, 3.73)
H (-0.29, -5.65, 1.48)
H (-2.11, -4.33, -1.08)
H (-0.64, -4.15, -0.09)

***

Energy comparison, zero being the most stable, in kcal/mol: one 2.4; two 0.0.

***

## one
2 unconnected molecules or ions with the total composition C2H3OP. Source: the OMol25 dataset; level of theory: ωB97M-V/def2-TZVPD.

As for the LUMO energy (alpha / beta): -1.75 / -2.15 eV. The HOMO energy (alpha / beta) is -9.418 / -8.877 eV. As for the net charge: 0. As for the multiplicity: 1.

Positions of all 7 atoms, in Å:
C (0.56, 0.68, 1.60)
C (-0.28, 0.34, 0.67)
O (1.09, 1.14, 2.57)
P (-0.61, -1.06, -1.77)
H (0.84, -1.16, -1.39)
H (-1.31, 0.03, 0.91)
H (-0.30, 0.02, -2.59)

***

## two
A single C2H3OP molecule. Source: the OMol25 dataset; level of theory: ωB97M-V/def2-TZVPD.

As for the LUMO energy: -0.29 eV. The HOMO energy is -6.707 eV. As for the net charge: 0. As for the multiplicity: 1.

Positions of all 7 atoms, in Å:
C (1.45, -0.12, 0.06)
C (0.10, -0.23, 0.02)
O (2.59, -0.05, 0.01)
P (-1.27, 1.29, 0.20)
H (-0.32, -0.88, -0.83)
H (-0.27, -0.42, 1.12)
H (-2.28, 0.41, -0.57)

***

## three
A single C2H3OP molecule. Source: the OMol25 dataset; level of theory: ωB97M-V/def2-TZVPD.

As for the LUMO energy: -0.57 eV. The HOMO energy is -9.270 eV. As for the net charge: 0. As for the multiplicity: 1.

Positions of all 7 atoms, in Å:
C (-0.78, -0.78, -0.04)
C (0.24, -0.11, 0.49)
P (0.84, 1.51, -0.16)
O (1.66, 1.31, -1.36)
H (-1.34, -0.42, -0.90)
H (-1.32, -1.52, 0.45)
H (0.70, 0.01, 1.52)

***

Energy comparison, zero being the most stable, in kcal/mol: one 74.2; two 54.6; three 0.0.

***

## one
A gas-phase ion, C4H9N4 (charge +1). Source: the OMol25 dataset; level of theory: ωB97M-V/def2-TZVPD.

As for the LUMO energy: -3.49 eV. The HOMO energy is -11.790 eV. As for the net charge: +1. As for the multiplicity: 1.

Positions of all 17 atoms, in Å:
C (1.44, 0.58, 0.89)
C (-1.54, 0.50, 0.99)
C (1.08, -0.06, -0.24)
C (-2.88, 0.17, 0.63)
N (0.61, 1.08, 1.82)
N (-0.61, 0.89, 1.59)
N (-0.14, -0.37, -0.81)
N (2.29, -0.55, -1.11)
H (2.48, 0.74, 1.14)
H (-2.93, -0.87, 0.32)
H (-3.23, 0.80, -0.19)
H (-3.53, 0.31, 1.49)
H (-0.38, 0.15, -1.65)
H (-0.33, -1.36, -0.92)
H (3.17, -0.29, -0.66)
H (2.25, -0.13, -2.05)
H (2.26, -1.57, -1.22)

***

## two
A gas-phase ion, C4H9N4 (charge +1). Source: the OMol25 dataset; level of theory: ωB97M-V/def2-TZVPD.

As for the LUMO energy: -5.01 eV. The HOMO energy is -16.048 eV. As for the net charge: +1. As for the multiplicity: 1.

Positions of all 17 atoms, in Å:
C (-0.80, -0.86, -1.24)
C (-0.71, 0.09, -0.02)
C (-1.17, -0.41, 1.32)
C (0.77, 0.52, 0.16)
N (1.62, -0.36, 0.49)
N (1.19, 1.77, -0.03)
N (1.05, 2.48, -1.25)
N (2.17, 2.18, -0.93)
H (-1.76, -0.72, -1.87)
H (-1.07, -1.81, -0.83)
H (0.06, -0.82, -1.85)
H (-1.25, 0.92, -0.35)
H (-0.63, -1.29, 1.51)
H (-2.11, -0.77, 1.19)
H (-1.21, 0.42, 1.95)
H (1.28, -1.10, 1.13)
H (2.56, -0.24, 0.59)

***

Energy comparison, zero being the most stable, in kcal/mol: one 0.0; two 38.4.